No. 1
2 unconnected molecules or ions with the total composition C7H14N2O3S. Source: OMol25; level of theory: ωB97M-V with the def2-TZVPD basis set.

Last column: natural (NBO) charge in e.
Atoms and positions in Å:
1 C 0.09 -0.32 0.55  -0.19
2 C -1.23 0.29 0.81  0.68
3 C -0.07 -0.84 -0.94  -0.40
4 C 1.16 -1.92 -1.12  -0.52
5 C 3.90 -2.04 -1.71  -0.71
6 C -2.46 2.16 0.12  -0.35
7 C -2.40 3.15 1.12  0.77
8 H -0.05 -1.07 2.72  0.37
9 H -0.43 -2.41 1.49  0.38
10 H 0.98 0.42 0.54  0.23
11 H -0.16 0.27 -1.58  0.23
12 H -0.98 -1.47 -0.88  0.22
13 H 1.46 -2.27 -0.10  0.26
14 H 0.95 -2.85 -1.59  0.21
15 H 4.28 -1.97 -0.61  0.23
16 H 3.54 -3.16 -1.87  0.22
17 H 4.58 -1.67 -2.70  0.24
18 H -0.56 1.55 -0.48  0.39
19 H -2.81 2.87 -0.77  0.24
20 H -3.27 1.52 0.45  0.27
21 H -1.49 3.82 2.50  0.50
22 N 0.40 -1.49 1.47  -0.86
23 N -1.43 1.28 -0.15  -0.61
24 O -2.02 -0.28 1.52  -0.59
25 O -3.24 3.81 1.64  -0.57
26 O -1.09 3.42 1.63  -0.73
27 S 2.32 -0.80 -2.08  0.10

No. 2
A gas-phase ion, C7H14N2O4P2 (charge -2). Source: OMol25; level of theory: ωB97M-V with the def2-TZVPD basis set.

As for the structure (SMILES): N[P@@](=O)([O-])C1([P@](N)(=O)[O-])C[C@H]2CC[C@@H]1C2. The total charge is -2.

Last column: natural (NBO) charge in e.
Atoms and positions in Å:
1 N 1.85 -1.86 -1.58  -1.28
2 P 0.36 -1.76 -0.78  2.33
3 O -0.64 -1.70 -1.90  -1.22
4 O 0.35 -2.88 0.29  -1.21
5 C 0.40 -0.12 0.06  -0.83
6 P 2.06 0.18 0.86  2.33
7 N 2.27 -1.32 1.64  -1.25
8 O 2.09 1.21 1.93  -1.20
9 O 3.10 0.30 -0.26  -1.20
10 C 0.22 1.06 -1.01  -0.40
11 C -1.00 1.79 -0.46  -0.23
12 C -2.24 0.83 -0.72  -0.42
13 C -2.09 -0.28 0.35  -0.41
14 C -0.75 0.12 1.03  -0.20
15 C -0.81 1.67 1.03  -0.43
16 H 1.70 -1.75 -2.57  0.36
17 H 2.46 -1.03 -1.25  0.43
18 H 1.81 -1.34 2.54  0.36
19 H 1.84 -2.10 1.19  0.42
20 H -0.05 0.73 -2.12  0.23
21 H 1.01 1.77 -0.89  0.21
22 H -1.12 2.72 -0.87  0.18
23 H -2.34 0.29 -1.65  0.23
24 H -3.33 1.23 -0.60  0.15
25 H -2.88 -0.29 1.01  0.16
26 H -2.12 -1.21 0.00  0.23
27 H -0.61 -0.56 1.94  0.23
28 H 0.09 2.26 1.23  0.25
29 H -1.61 2.03 1.57  0.17

No. 3
A single C7H14N2O5 molecule. Source: OMol25; level of theory: ωB97M-V with the def2-TZVPD basis set.

As for the structure (SMILES): C[C@@H](O)[C@H](N)C(=O)N[C@@H](CO)C(=O)O.

Last column: natural (NBO) charge in e.
Atoms and positions in Å:
1 C -1.69 -0.05 1.83  -0.66
2 C -2.20 0.31 0.39  0.11
3 O -1.57 1.61 0.18  -0.75
4 C -1.85 -0.43 -0.93  -0.16
5 N -2.83 -1.49 -0.99  -0.80
6 C -0.39 -0.96 -1.04  0.69
7 O -0.11 -2.13 -1.16  -0.62
8 N 0.53 0.06 -0.83  -0.65
9 C 1.93 -0.03 -0.76  -0.16
10 C 2.34 1.46 -0.34  -0.05
11 O 1.43 2.34 -0.94  -0.71
12 C 2.39 -1.05 0.28  0.79
13 O 1.78 -1.45 1.34  -0.63
14 O 3.57 -1.47 0.07  -0.65
15 H -0.61 -0.22 1.94  0.24
16 H -2.20 -0.94 2.22  0.21
17 H -1.78 0.74 2.55  0.21
18 H -3.27 0.40 0.43  0.18
19 H -1.60 2.12 1.02  0.47
20 H -2.00 0.34 -1.67  0.22
21 H -2.44 -2.28 -1.44  0.37
22 H -2.86 -1.82 -0.03  0.34
23 H 0.12 0.95 -0.71  0.44
24 H 2.27 -0.23 -1.77  0.22
25 H 3.45 1.58 -0.68  0.18
26 H 2.32 1.56 0.78  0.18
27 H 1.46 3.17 -0.49  0.48
28 H 3.81 -2.08 0.75  0.51

No. 4
A molecular structure, C7H14N2S. Source: OMol25; level of theory: ωB97M-V with the def2-TZVPD basis set.

Last column: natural (NBO) charge in e.
Atoms and positions in Å:
1 S 1.81 3.57 0.70  0.28
2 C 4.60 3.31 0.47  -0.63
3 C 0.23 1.52 -0.16  -0.63
4 C 3.41 4.19 0.11  -0.52
5 C 1.60 2.14 -0.40  -0.53
6 H 5.53 3.77 0.12  0.23
7 H 4.51 2.31 0.00  0.21
8 H 4.66 3.17 1.56  0.22
9 H -0.57 2.25 -0.36  0.21
10 H 0.09 0.65 -0.82  0.23
11 H 0.13 1.18 0.89  0.22
12 H 3.51 5.19 0.58  0.23
13 H 3.34 4.34 -0.98  0.22
14 H 1.70 2.49 -1.45  0.22
15 H 2.40 1.40 -0.21  0.23
16 N 3.41 -0.44 2.47  -0.47
17 C 3.54 0.72 1.85  0.13
18 C 2.19 -0.37 3.11  -0.11
19 C 1.59 0.84 2.87  -0.13
20 N 2.46 1.53 2.07  -0.55
21 H 4.38 1.03 1.23  0.19
22 H 1.82 -1.20 3.71  0.20
23 H 0.64 1.27 3.20  0.22
24 H 2.33 2.47 1.69  0.33

No. 5
2 unconnected molecules or ions with the total composition C7H14N3. Source: OMol25; level of theory: ωB97M-V with the def2-TZVPD basis set.

The total charge is +1.

Last column: natural (NBO) charge in e.
Atoms and positions in Å:
1 C 2.38 -0.69 0.24  0.25
2 C 1.39 1.10 -0.93  -0.26
3 C 0.06 0.76 -0.10  0.03
4 C -0.74 -0.56 -0.18  0.17
5 C -0.69 1.98 0.36  -0.33
6 C -2.26 -0.53 0.20  -0.63
7 C -0.29 -1.57 -1.18  -0.67
8 N 2.46 0.25 -0.60  -0.42
9 N 1.35 -0.92 1.19  -0.45
10 N 0.15 -0.26 0.96  -0.16
11 H 3.21 -1.36 0.41  0.22
12 H 1.26 1.24 -2.00  0.25
13 H 1.74 2.14 -0.70  0.24
14 H -1.76 1.87 0.08  0.26
15 H -0.15 2.89 0.20  0.25
16 H -0.55 1.77 1.64  0.03
17 H -2.50 -0.27 1.21  0.23
18 H -2.62 -1.48 0.16  0.24
19 H -2.84 0.01 -0.48  0.23
20 H -0.47 -2.61 -0.84  0.25
21 H 0.82 -1.30 -1.26  0.23
22 H -0.75 -1.53 -2.20  0.27
23 H 1.19 -1.98 1.41  0.41
24 H -0.37 1.04 2.42  0.35

No. 6
A molecular structure, C7H14N3. Source: OMol25; level of theory: ωB97M-V with the def2-TZVPD basis set.

The total charge is +1.

Last column: natural (NBO) charge in e.
Atoms and positions in Å:
1 C 0.03 1.38 0.67  0.24
2 C -1.24 -0.82 0.22  0.45
3 C -1.19 -1.59 1.26  -0.42
4 C 1.70 -0.14 -0.13  0.46
5 C 2.04 -1.45 -0.72  -0.68
6 C 2.80 0.81 0.16  -0.70
7 C -3.17 0.49 -0.42  -0.41
8 N 0.47 0.14 0.16  -0.46
9 N -0.32 2.37 0.01  -0.58
10 N -2.01 -0.35 -0.71  -0.59
11 H -0.10 1.40 1.75  0.19
12 H -1.99 -2.29 1.42  0.26
13 H -0.37 -1.62 1.96  0.25
14 H 2.77 -1.96 -0.10  0.26
15 H 2.50 -1.30 -1.70  0.26
16 H 1.17 -2.09 -0.84  0.24
17 H 3.60 0.70 -0.57  0.26
18 H 3.21 0.55 1.13  0.27
19 H 2.48 1.84 0.20  0.25
20 H -3.42 1.07 -1.31  0.23
21 H -4.02 -0.13 -0.15  0.22
22 H -2.96 1.17 0.40  0.23
23 H -0.20 2.33 -1.00  0.35
24 H -1.77 -0.48 -1.68  0.42

No. 7
A gas-phase ion, C7H14N4O (charge +2). Source: OMol25; level of theory: ωB97M-V with the def2-TZVPD basis set.

The total charge is +2.

Last column: natural (NBO) charge in e.
Atoms and positions in Å:
1 C 0.18 0.23 0.76  -0.05
2 C 0.44 -0.23 -0.43  0.42
3 C -2.30 0.18 -1.32  0.62
4 C 1.04 -0.18 1.93  -0.42
5 C 2.33 -1.01 1.46  -0.46
6 C 2.74 -0.46 0.15  -0.24
7 C -1.06 1.18 0.72  0.27
8 N -1.35 0.33 -2.16  -0.54
9 N -2.21 0.54 -0.01  -0.59
10 N -3.47 -0.49 -1.71  -0.79
11 N 1.64 -0.76 -0.90  -0.60
12 O -0.67 2.31 0.13  -0.68
13 H 1.69 0.83 2.00  0.27
14 H 0.52 -0.39 2.85  0.29
15 H 3.18 -0.87 2.20  0.30
16 H 2.22 -2.11 1.51  0.25
17 H 3.04 0.59 0.28  0.27
18 H 3.69 -0.91 -0.21  0.28
19 H -1.61 1.31 1.75  0.22
20 H -1.16 -0.39 -2.83  0.41
21 H -3.05 0.65 0.51  0.43
22 H -3.73 -0.45 -2.72  0.43
23 H -4.28 -0.68 -1.12  0.44
24 H 1.63 -1.79 -1.01  0.47
25 H 1.91 -0.37 -1.81  0.49
26 H -1.36 2.96 -0.02  0.52

No. 8
A single C7H14N4O2 molecule. Source: OMol25; level of theory: ωB97M-V with the def2-TZVPD basis set.

As for the structure (SMILES): CN1CCN2CCC/N=[N+](/[O-])O[C@H]12.

Last column: natural (NBO) charge in e.
Atoms and positions in Å:
1 C 2.36 0.04 2.23  -0.38
2 N 1.75 -0.46 1.06  -0.41
3 C 2.35 0.01 -0.19  -0.23
4 C 1.23 -0.24 -1.20  -0.24
5 N 0.17 -0.95 -0.49  -0.43
6 C -1.12 -1.24 -1.08  -0.21
7 C -2.24 -0.23 -1.46  -0.43
8 C -2.26 1.16 -0.94  -0.26
9 N -2.60 1.20 0.43  -0.28
10 N -1.67 1.01 1.28  0.55
11 O -1.85 1.13 2.47  -0.43
12 O -0.35 0.90 0.92  -0.52
13 C 0.37 -0.61 0.82  0.42
14 H 2.28 1.08 2.31  0.19
15 H 1.86 -0.45 2.99  0.21
16 H 3.44 -0.30 2.10  0.20
17 H 3.15 -0.69 -0.24  0.19
18 H 2.83 1.00 -0.17  0.20
19 H 0.97 0.81 -1.46  0.20
20 H 1.71 -0.81 -2.06  0.21
21 H -1.61 -1.90 -0.37  0.20
22 H -0.92 -1.96 -1.94  0.21
23 H -2.13 0.01 -2.50  0.20
24 H -3.18 -0.69 -1.43  0.22
25 H -1.38 1.82 -1.07  0.21
26 H -3.05 1.64 -1.47  0.21
27 H -0.11 -1.27 1.49  0.20

No. 9
A gas-phase ion, C7H14N7O (charge +1). Source: OMol25; level of theory: ωB97M-V with the def2-TZVPD basis set.

As for the structure (SMILES): N#[N+]N/N=N/NC(=O)NC1CCCCC1. The total charge is +1.

Last column: natural (NBO) charge in e.
Atoms and positions in Å:
1 N 2.96 -1.43 2.26  0.19
2 N 3.62 -1.96 3.02  0.15
3 N 3.26 -2.95 3.81  -0.24
4 N 1.93 -3.21 3.96  0.01
5 N 1.20 -2.56 3.26  0.08
6 N -0.08 -2.50 3.20  -0.37
7 C -0.74 -1.65 2.19  0.78
8 O -1.85 -1.28 2.55  -0.56
9 N 0.03 -1.26 1.21  -0.60
10 C -0.48 -0.46 0.17  -0.06
11 C -0.50 1.00 0.52  -0.44
12 C -1.14 1.71 -0.59  -0.40
13 C -0.26 1.60 -1.89  -0.40
14 C -0.38 0.14 -2.30  -0.41
15 C 0.31 -0.69 -1.16  -0.44
16 H 3.90 -3.43 4.43  0.47
17 H -0.63 -3.02 3.75  0.42
18 H 0.96 -1.62 1.02  0.42
19 H -1.63 -0.86 0.27  0.24
20 H 0.47 1.39 0.87  0.21
21 H -1.26 1.22 1.34  0.24
22 H -1.30 2.76 -0.34  0.22
23 H -2.20 1.24 -0.69  0.20
24 H -0.73 2.23 -2.72  0.23
25 H 0.78 1.85 -1.60  0.20
26 H -1.39 -0.16 -2.57  0.22
27 H 0.20 0.09 -3.23  0.22
28 H 0.46 -1.75 -1.57  0.23
29 H 1.44 -0.43 -1.00  0.20

No. 10
A gas-phase ion, C7H14NO2 (charge +1). Source: OMol25; level of theory: ωB97M-V with the def2-TZVPD basis set.

As for the structure (SMILES): O=CC[C@@H]1CC[C@@H](O)C[NH2+]1. The total charge is +1.

Last column: natural (NBO) charge in e.
Atoms and positions in Å:
1 O 3.89 1.56 0.39  -0.45
2 C 3.18 0.75 -0.11  0.43
3 C 1.96 0.19 0.61  -0.55
4 C 0.92 -0.38 -0.35  -0.03
5 C 0.05 0.68 -1.02  -0.43
6 C -1.07 1.18 -0.11  -0.45
7 C -2.00 0.04 0.36  0.08
8 O -3.25 0.07 -0.28  -0.70
9 C -1.42 -1.33 0.01  -0.24
10 N 0.03 -1.35 0.42  -0.50
11 H 3.40 0.33 -1.12  0.12
12 H 1.54 0.99 1.23  0.25
13 H 2.34 -0.58 1.29  0.25
14 H 1.42 -0.98 -1.11  0.23
15 H -0.38 0.27 -1.93  0.23
16 H 0.70 1.49 -1.33  0.25
17 H -1.68 1.89 -0.67  0.27
18 H -0.67 1.72 0.75  0.22
19 H -2.11 0.08 1.45  0.18
20 H -3.92 0.45 0.29  0.50
21 H -1.47 -1.52 -1.06  0.24
22 H -1.94 -2.12 0.54  0.24
23 H 0.07 -1.11 1.42  0.43
24 H 0.40 -2.30 0.35  0.44

Number 1: DFT total energy -27438.22975 eV. Number 2: DFT total energy -37238.48918 eV. Number 3: DFT total energy -20703.07414 eV. Number 4: DFT total energy -21299.99750 eV. Number 5: DFT total energy -11942.88137 eV. Number 6: DFT total energy -11947.54704 eV. Number 7: DFT total energy -15472.28060 eV. Number 8: DFT total energy -17535.52208 eV. Number 9: DFT total energy -19951.44086 eV. Number 10: DFT total energy -13064.11966 eV.